[1]
ORCA calculation (ωB97M-V with the def2-TZVPD basis set) on one molecule with the formula C4H9NO4 in a non-equilibrium geometry.

```
18
Properties=species:S:1:pos:R:3:lowdin_charge:R:1
C -1.25 -0.21 -2.01 0.016
C -0.67 -0.60 -0.68 -0.526
O -1.02 -1.68 -0.18 0.003
N 0.32 0.08 -0.13 0.016
C 0.58 1.42 -0.47 -0.074
C 0.67 -0.28 1.51 -0.635
O -0.52 0.10 2.16 0.065
O 1.75 0.40 1.91 0.119
O 0.95 -1.59 1.44 0.088
H -0.70 -0.57 -2.88 0.086
H -2.28 -0.56 -2.03 0.086
H -1.20 0.97 -2.09 0.102
H 0.30 2.10 0.43 0.131
H 1.59 1.63 -0.62 0.075
H -0.11 1.87 -1.10 0.038
H -1.05 -0.80 2.22 0.180
H 2.42 -0.25 1.55 0.156
H 0.24 -2.03 0.96 0.075
```

Results
ΔE to the lowest compared entry with this formula, charge and spin	1.8846	eV
HOMO energy	-9.6	eV
largest force on an atom	0.084	hartree/bohr
SMILES string	CC(=O)N(C)C(O)(O)O
E	-13973.2724	eV

[2]
ORCA calculation (ωB97M-V with the def2-TZVPD basis set) on a 3-piece molecular cluster, CH5IN2O overall in a non-equilibrium geometry.

```
10
Properties=species:S:1:pos:R:3:lowdin_charge:R:1
C -0.52 -0.86 0.22 -0.189
N -1.74 -0.64 0.14 -0.636
N 1.76 1.11 -0.11 0.006
O -2.96 -2.69 -0.25 -0.124
I -2.71 1.08 -0.02 0.762
H 0.28 -0.10 0.21 0.013
H -0.23 -1.90 0.29 0.072
H 1.47 1.94 -0.62 0.033
H 2.18 1.41 0.76 0.032
H 2.48 0.64 -0.65 0.032
```

Results
ΔE to the lowest compared entry with this formula, charge and spin	3.6487	eV
HOMO energy (alpha / beta)	-8.8 / -8.8	eV
largest force on an atom	0.049	hartree/bohr
E	-14239.7742	eV

[3]
ORCA calculation (ωB97M-V with the def2-TZVPD basis set) on C26H27AuN6O3SSi as an isolated structure in a non-equilibrium geometry.

```
65
Properties=species:S:1:pos:R:3:lowdin_charge:R:1
Au -0.46 0.89 0.44 1.017
N -5.30 -6.37 -0.55 0.087
C -4.25 -5.48 -0.34 -0.358
C -2.95 -5.76 -0.73 -0.025
C -1.90 -4.97 -0.26 -0.079
C -2.18 -3.88 0.53 -0.280
C -3.49 -3.60 0.92 -0.049
C -4.49 -4.44 0.50 -0.061
S -0.74 -2.96 1.17 0.569
O -0.96 -2.66 2.54 -0.308
O 0.43 -3.75 0.84 -0.330
N -0.65 -1.58 0.36 -0.139
C -0.41 -1.56 -0.96 -0.483
N -0.16 -0.30 -1.41 -0.012
C 0.22 -0.12 -2.68 -0.110
C 0.33 -1.19 -3.56 -0.059
C -0.02 -2.40 -3.03 -0.135
N -0.40 -2.62 -1.79 0.159
H -5.12 -7.04 -1.32 0.105
H -6.24 -6.00 -0.53 0.087
H -2.82 -6.64 -1.34 0.104
H -0.84 -5.25 -0.53 0.128
H -3.69 -2.80 1.62 0.116
H -5.50 -4.14 0.82 0.126
H 0.40 0.93 -2.95 0.112
H 0.70 -1.10 -4.56 0.097
H -0.08 -3.24 -3.72 0.119
C -1.70 4.96 0.15 -0.154
Si -0.81 3.84 -1.05 0.442
C -2.09 2.66 -1.73 -0.207
C -0.09 4.64 -2.65 -0.159
N 0.46 2.85 -0.25 -0.048
C 1.65 3.31 0.20 -0.231
C 1.97 4.73 0.30 0.013
C 3.02 5.12 1.12 -0.071
C 3.81 4.19 1.77 -0.077
C 3.61 2.86 1.65 0.005
C 2.51 2.40 0.90 -0.183
O 2.15 1.12 0.89 -0.054
C 2.88 0.07 1.50 -0.252
C 3.96 -0.46 0.84 -0.019
C 4.46 -1.64 1.34 -0.086
C 3.85 -2.30 2.39 -0.077
C 2.80 -1.67 3.07 -0.053
C 2.21 -0.49 2.60 0.023
H -2.58 5.35 -0.39 0.052
H -1.03 5.75 0.45 0.020
H -1.91 4.47 1.08 0.011
H -2.49 3.10 -2.72 0.066
H -2.88 2.41 -1.06 0.015
H -1.81 1.64 -2.01 -0.006
H -0.94 5.08 -3.21 0.043
H 0.40 3.87 -3.20 0.008
H 0.68 5.38 -2.45 0.011
H 1.36 5.38 -0.25 0.069
H 3.35 6.13 1.26 0.102
H 4.64 4.62 2.39 0.139
H 4.32 2.18 2.06 0.116
H 4.34 -0.06 -0.07 0.121
H 5.20 -2.14 0.70 0.116
H 4.25 -3.26 2.78 0.123
H 2.40 -2.15 3.96 0.113
H 1.32 -0.03 3.03 0.120
N -1.48 2.36 3.06 -0.027
C -1.20 1.76 2.12 -0.421
```

Results
HOMO energy (alpha / beta)	-7.9 / -7.9	eV
largest force on an atom	0.063	hartree/bohr
E	-64886.1459	eV
2S+1	3
⟨S²⟩	2.0387